[1]
C38H32BN8ReTe as an isolated structure, computed with wB97M-V/def2-TZVPD.

## Properties
- gap between HOMO and LUMO (spin up / spin down) (eV) = 5.644 / 6.514
- largest force on an atom (eV/A) = 0.40

```
! RIJCOSX wB97M-V def2-TZVPD def2/J DEFGRID3
* xyz 1 4
H 1.699 4.852 -1.810
C -4.678 0.188 -4.664
C -1.361 0.041 -2.911
H -3.160 1.082 -1.236
H 4.073 3.133 4.158
H 3.830 -0.934 2.832
H -4.433 -3.102 1.131
H 5.588 -1.943 -2.228
C -2.143 -2.568 3.573
N 0.278 2.546 2.931
N 1.710 3.328 1.061
H -2.682 2.345 4.271
C -4.766 -3.423 3.224
H 1.878 4.130 3.167
C 3.832 2.185 3.706
C -0.346 -0.264 -3.938
H 2.021 0.403 -1.898
H 3.941 -0.340 -3.245
C 0.710 0.183 -6.070
N -0.210 1.439 2.331
C -0.292 0.437 -5.147
C 1.659 4.171 -0.980
H -2.730 -0.494 -5.205
C 1.351 2.817 -1.008
H -5.106 -0.070 -5.624
H -4.801 -3.677 5.355
H 0.615 -1.768 -2.749
C -3.588 0.824 -2.197
C -1.762 2.228 3.727
H -1.030 1.202 -5.353
C 3.684 0.118 3.006
B 1.682 3.106 2.585
C -4.008 -3.051 2.126
C 1.678 -0.779 -5.811
N 2.521 -0.687 -0.225
H 1.037 2.212 -1.841
H -1.960 -2.858 0.260
H 0.739 0.740 -6.997
C 1.872 4.452 0.359
C 3.824 -0.706 -2.235
C -0.723 -2.092 3.756
C -4.932 1.040 -2.433
Te 0.150 -2.159 1.802
C -5.486 0.729 -3.670
H -5.784 -3.759 3.086
C -0.862 0.108 -1.603
H -0.433 3.925 4.345
N 2.738 2.049 2.948
C -0.638 3.035 3.774
N 1.408 2.307 0.228
H 2.451 -0.982 -6.540
H 2.110 5.379 0.852
C 5.327 -3.020 0.244
H 3.113 -2.007 1.256
N 6.032 -3.759 0.768
C 0.646 -1.219 -3.684
C -2.696 -2.617 2.294
H -6.537 0.899 -3.859
C -1.445 1.241 2.803
H -2.045 0.420 2.443
C 1.639 -1.481 -4.613
C 4.718 -1.601 -1.684
H -2.471 -2.929 5.662
C -2.753 0.287 -3.194
C 4.477 0.965 3.770
C -3.334 -0.036 -4.434
H -0.670 -1.069 4.127
C 2.748 -0.273 -1.481
C -1.875 -2.183 1.108
H 2.376 -2.248 -4.409
H 5.377 0.721 4.305
H -0.157 -2.736 4.425
N 2.636 0.777 2.501
C 4.459 -2.074 -0.400
H -2.117 -1.179 0.764
C -4.215 -3.374 4.498
C -2.907 -2.952 4.671
H -5.553 1.457 -1.652
Re 1.022 0.353 1.022
C -0.310 0.165 -0.508
C 3.348 -1.608 0.281
*
```

[2]
A 5-piece molecular cluster, H10O4S2 overall, computed with wB97M-V/def2-TZVPD.

## Properties
- gap between HOMO and LUMO (eV) = 8.574
- structure (SMILES) = SS.O.O.O.O
- largest force on an atom (eV/A) = 0.87

```
! RIJCOSX wB97M-V def2-TZVPD def2/J DEFGRID3
* xyz 0 1
H 2.965 -1.270 -0.023
H 2.343 0.071 0.371
O 0.249 1.443 2.067
H 1.184 2.238 -1.227
O 1.578 1.681 -0.546
H 0.805 1.598 0.045
H -1.337 2.168 0.378
H -2.089 -1.110 0.585
H 0.708 -1.422 -1.398
O -1.617 2.365 -0.526
H -2.510 2.007 -0.568
S -0.902 -1.711 0.433
S -0.532 -1.008 -1.494
H 1.202 1.364 1.937
O 2.394 -0.858 0.633
H 0.026 0.662 2.584
*
```

[3]
A 2-piece molecular cluster, C3H9NO2S overall, computed with wB97M-V/def2-TZVPD.

## Properties
- gap between HOMO and LUMO (spin up / spin down) (eV) = 2.642 / 8.932
- largest force on an atom (eV/A) = 6.59

```
! RIJCOSX wB97M-V def2-TZVPD def2/J DEFGRID3
* xyz -1 2
H -2.709 0.609 -0.499
S -2.699 0.656 0.890
H 2.311 -2.507 0.519
C -0.233 -0.146 -0.080
H -0.876 -0.998 -0.488
N 1.304 -2.012 0.450
C -0.821 0.559 1.138
H -0.781 0.120 2.134
H 0.557 -2.556 0.402
H 1.913 1.327 -2.142
H -0.410 1.563 1.172
H 0.707 0.757 -2.468
H 0.059 0.636 -1.059
C 1.277 -0.670 0.142
O 2.367 -0.117 0.112
O 1.626 0.889 -2.882
*
```

[4]
One molecule with the formula H2N2O5S, computed with wB97M-V/def2-TZVPD.

## Properties
- gap between HOMO and LUMO (spin up / spin down) (eV) = 9.065 / 9.197
- largest force on an atom (eV/A) = 5.85

```
! RIJCOSX wB97M-V def2-TZVPD def2/J DEFGRID3
* xyz 0 1
S -1.153 -0.179 0.198
O -1.442 -0.175 1.612
N 1.690 -0.785 0.074
H -1.192 1.914 -0.662
O 1.236 -1.928 0.104
O -1.555 -1.304 -0.536
N 0.669 0.305 -0.108
O 0.959 1.502 -0.172
O -1.789 1.038 -0.631
H 2.578 -0.389 0.121
*
```

[5]
C2HClNO2 as an isolated structure, computed with wB97M-V/def2-TZVPD.

## Properties
- gap between HOMO and LUMO (spin up / spin down) (eV) = 7.205 / 7.201
- largest force on an atom (eV/A) = 6.33

```
! RIJCOSX wB97M-V def2-TZVPD def2/J DEFGRID3
* xyz -1 1
Cl 0.227 1.893 0.542
O -1.070 -0.676 1.057
C -1.204 -0.366 -0.125
N 1.764 -0.506 -0.595
H 2.216 -0.168 0.237
O -2.051 -0.554 -0.956
C 0.118 0.378 -0.160
*
```

[6]
One molecule with the formula C6H12N, computed with wB97M-V/def2-TZVPD.

## Properties
- gap between HOMO and LUMO (spin up / spin down) (eV) = 7.246 / 9.005
- largest force on an atom (eV/A) = 6.77

```
! RIJCOSX wB97M-V def2-TZVPD def2/J DEFGRID3
* xyz 0 2
H -1.395 -2.807 1.007
H 2.262 1.076 -0.860
H -1.374 1.208 -0.592
C 0.840 1.007 -2.353
H -2.196 -0.964 -0.363
H 2.580 0.846 1.276
C -0.798 0.576 0.111
H -0.093 1.402 -2.611
H 0.893 0.948 2.217
N 1.222 0.813 -1.124
H 1.590 0.667 -3.094
H -1.272 0.876 1.120
H -1.551 -1.258 2.002
C -1.121 -0.933 -0.059
C 0.584 0.848 0.120
C -0.997 -1.787 1.235
C 1.434 0.924 1.293
H -0.712 -1.613 -0.887
H 0.105 -1.829 1.563
*
```

[7]
C30H33AsFPSZr as an isolated structure, computed with wB97M-V/def2-TZVPD.

## Properties
- gap between HOMO and LUMO (eV) = 7.047
- largest force on an atom (eV/A) = 0.96

```
! RIJCOSX wB97M-V def2-TZVPD def2/J DEFGRID3
* xyz 2 1
C 0.358 -2.765 -1.525
H 3.310 -0.652 2.492
C -3.388 -2.979 -2.035
H -3.230 -3.767 -5.823
H -5.169 -4.168 -2.026
F 0.409 5.899 -3.109
C -1.391 -1.005 2.115
C -1.638 -0.982 -0.306
C 2.522 -3.348 -0.606
C -2.300 -2.744 -4.188
C 0.339 4.709 -2.533
C 0.888 -5.065 -1.011
H 0.611 3.858 1.791
H 2.872 2.862 0.491
C -2.183 0.135 2.215
H 2.852 -5.421 -0.215
S 2.269 -0.702 -1.158
C -4.302 -4.055 -3.985
C 0.189 2.209 -1.332
H 2.267 1.087 4.019
C -2.458 0.156 -0.184
As -0.917 -1.431 -2.136
H 2.459 -1.401 3.837
H -3.371 1.573 1.147
H -1.509 -2.339 -4.808
C 1.356 2.625 -2.020
H 2.981 4.176 2.640
C -0.891 3.121 -1.272
H -0.014 2.505 4.502
C 0.327 3.339 3.889
H 4.576 3.612 2.167
H -2.387 0.573 3.184
C -4.363 -3.770 -2.628
C -0.829 4.363 -1.869
C -0.003 -4.112 -1.476
H -0.720 2.779 2.074
C 0.299 3.003 2.396
H 3.509 -3.051 -0.277
C -2.360 -2.476 -2.824
C 1.436 3.867 -2.619
H 2.218 1.972 -2.108
H 2.318 4.189 -3.156
C -3.273 -3.547 -4.765
C 1.637 -2.384 -1.090
C -1.125 -1.564 0.864
P 1.386 1.625 1.872
H -0.984 -4.422 -1.810
C 3.002 2.346 1.446
H 3.721 2.797 3.465
C 3.592 3.284 2.498
H 1.325 3.616 4.226
H -0.335 4.181 4.086
H 0.696 0.365 3.780
H 3.669 1.502 1.247
C 2.328 -0.795 2.942
H -5.064 -4.675 -4.440
C 2.150 -4.680 -0.574
H -1.805 2.864 -0.752
Zr 0.331 0.373 -0.248
H 0.601 -6.108 -0.993
H -1.652 5.065 -1.837
C 1.662 0.531 3.300
H -0.505 -2.451 0.790
H -2.870 0.623 -1.071
C -2.736 0.699 1.068
H -0.984 -1.465 3.006
H 1.732 -1.379 2.234
H -3.439 -2.781 -0.972
*
```

[8]
One molecule with the formula C6H5NO2S, computed with wB97M-V/def2-TZVPD.

## Properties
- gap between HOMO and LUMO (spin up / spin down) (eV) = 6.518 / 6.521
- largest force on an atom (eV/A) = 5.53

```
! RIJCOSX wB97M-V def2-TZVPD def2/J DEFGRID3
* xyz 0 1
H 2.121 0.900 -1.181
C 1.230 0.918 -0.556
C 0.676 -1.288 0.155
S -0.806 1.893 0.959
C 0.357 -0.197 -0.717
N -1.166 0.408 -0.524
H 1.465 2.892 0.080
O -1.881 0.869 -1.462
H -0.219 -2.398 1.685
C -1.669 -1.112 0.897
O -2.791 -1.052 1.334
H 1.690 -1.609 0.155
C -0.393 -1.702 0.810
H 0.552 -0.546 -1.751
C 0.834 2.024 0.117
*
```

[9]
C9H19InN2O4 as an isolated structure, computed with wB97M-V/def2-TZVPD.

## Properties
- gap between HOMO and LUMO (eV) = 2.589
- largest force on an atom (eV/A) = 2.22

```
! RIJCOSX wB97M-V def2-TZVPD def2/J DEFGRID3
* xyz 2 1
H -0.812 -0.216 -2.913
H 2.942 -0.374 -0.352
O 2.733 -0.503 3.517
C 2.098 0.049 0.186
O 4.793 -0.913 3.965
H -1.000 2.332 -1.334
H 1.215 1.659 -1.803
H 1.606 0.140 -2.582
H -1.207 -0.906 1.388
N -0.354 0.210 0.153
C -1.694 0.517 -0.385
H -0.372 1.348 -3.546
C 0.822 -0.179 -0.637
C -0.489 0.791 -2.621
H 0.239 -2.353 -0.269
In 0.141 -0.192 4.296
H -2.418 1.721 -2.050
H 1.686 -2.014 -1.270
H -2.619 -1.433 0.121
H 0.101 -1.876 -1.913
H -3.524 1.334 0.399
C 0.679 -1.684 -1.008
O -0.379 -0.379 1.321
N 3.649 -0.866 4.326
C -2.427 -0.778 -0.742
H -3.440 -0.506 -1.049
H -2.091 2.411 0.671
H -2.018 -1.368 -1.553
H -2.384 1.081 1.667
H 2.037 -0.436 1.160
H 2.253 1.117 0.332
C -1.472 1.384 -1.629
O 3.287 -1.132 5.473
C 0.877 0.625 -1.934
C -2.459 1.389 0.615
*
```

[10]
A 2-piece molecular cluster, C5H12NO2P overall, computed with wB97M-V/def2-TZVPD.

## Properties
- gap between HOMO and LUMO (eV) = 8.327
- structure (SMILES) = [H]/P=C(\C(=O)[O-])[NH+](C)C.C
- largest force on an atom (eV/A) = 5.22

```
! RIJCOSX wB97M-V def2-TZVPD def2/J DEFGRID3
* xyz 0 1
H -0.307 2.859 -0.026
C 0.688 2.456 0.054
H 0.680 1.214 1.781
P -2.082 0.615 1.508
H -0.270 -2.647 0.686
C 1.717 0.276 0.364
H -1.489 -3.567 -0.335
C -0.783 0.463 0.476
O -2.190 -0.170 -1.505
H 1.269 3.173 0.829
H 0.231 -3.763 -0.557
H 1.159 2.504 -0.957
N 0.572 1.152 0.718
H -2.978 0.081 0.602
C -1.096 0.178 -1.224
H -0.399 -2.216 -1.146
H 1.485 -0.021 -0.676
H 2.709 0.695 0.605
C -0.444 -3.060 -0.335
H 1.606 -0.676 0.899
O -0.081 0.454 -1.762
*
```

[11]
C32H34Cl4N7O7RuS2 as an isolated structure, computed with wB97M-V/def2-TZVPD.

## Properties
- gap between HOMO and LUMO (spin up / spin down) (eV) = 6.051 / 6.485
- largest force on an atom (eV/A) = 5.15

```
! RIJCOSX wB97M-V def2-TZVPD def2/J DEFGRID3
* xyz 0 2
N 0.204 4.980 1.966
C -1.649 3.464 -5.632
C 1.253 0.018 2.436
O 1.899 0.759 3.194
Ru -0.373 -0.441 -0.153
O 1.468 -1.358 -1.156
H 0.632 -0.289 4.997
C 2.119 -3.892 -0.153
S 2.929 -1.349 -0.772
C 3.766 -1.512 -2.429
O -0.915 -2.562 -0.236
O -2.585 -0.526 -0.367
Cl -1.556 -5.416 -0.247
Cl -5.501 -0.641 -0.726
C -0.835 1.634 -4.323
C -2.699 -4.122 -0.385
H 2.813 0.501 -4.122
H 1.478 -5.878 0.325
H 1.020 1.715 4.247
Cl -6.637 -3.589 -0.797
C 2.063 -0.219 -3.789
O 1.484 -0.192 1.214
C -1.351 0.481 4.762
N -0.984 -0.899 2.047
H 0.134 4.567 -2.968
C -1.322 2.539 -0.076
H 0.973 0.455 -5.561
N -0.259 4.140 5.988
H 5.309 -2.743 0.133
H -0.630 -1.510 4.899
H -1.503 -1.768 2.092
H 4.404 -0.633 -2.532
H -1.024 1.894 3.122
H -1.985 1.392 -6.120
C 4.664 -4.741 0.609
C -1.203 3.951 0.093
H 0.288 2.119 -2.568
N 0.268 2.279 4.687
C -4.442 -2.004 -0.593
C 3.587 -5.619 0.656
C -0.278 -0.570 4.469
C -4.064 -4.375 -0.519
H -1.617 -0.115 2.165
C -2.189 -2.821 -0.363
C -1.925 4.813 -0.766
C 3.207 -3.036 -0.220
H 2.192 4.593 5.681
C -1.052 1.869 4.214
H 0.012 5.092 6.169
O -0.621 1.693 0.598
C -3.081 -1.743 -0.450
H 1.955 -2.295 -3.246
C -0.333 3.873 -3.655
C 2.724 -1.575 -3.534
H -2.432 1.120 -1.016
H 3.739 -6.636 0.997
H 1.659 0.143 -2.845
H 1.131 -3.529 -0.425
H -2.839 2.761 -1.434
H -1.433 0.567 5.847
N -2.527 5.478 -1.497
S -0.746 -0.136 -4.008
H 3.195 -1.932 -4.452
H 0.908 -1.295 -5.288
H 2.543 3.200 4.754
C 4.477 -3.440 0.171
H 4.386 -2.406 -2.405
N 1.929 3.662 5.408
C 0.613 3.387 5.288
C 0.928 -0.320 -4.799
H 0.563 -1.861 3.002
C -1.057 4.349 -4.741
C 0.119 -0.864 3.009
H -1.238 4.014 5.806
H -2.325 0.147 4.391
O -0.600 -0.277 -2.525
H -1.827 2.565 4.534
H -2.210 3.837 -6.479
Cl -4.656 -5.996 -0.547
C 2.319 -5.197 0.279
C -0.233 2.509 -3.433
H -1.157 5.416 -4.892
C -0.416 4.513 1.110
H 5.648 -5.068 0.920
C -4.943 -3.306 -0.628
N -2.221 2.110 -0.980
C -1.533 2.096 -5.429
*
```

[12]
A 2-piece molecular cluster, C6H12 overall, computed with wB97M-V/def2-TZVPD.

## Properties
- gap between HOMO and LUMO (eV) = 8.612
- largest force on an atom (eV/A) = 0.60

```
! RIJCOSX wB97M-V def2-TZVPD def2/J DEFGRID3
* xyz 0 1
H 1.653 -2.491 -0.364
H 3.235 -0.229 0.098
C -1.915 1.602 -0.572
C -0.865 0.809 0.138
H -0.026 0.501 -0.527
H -1.750 1.803 -1.626
H -2.876 -0.007 0.639
H 2.156 0.002 1.485
H -0.612 1.042 1.168
H -0.065 -2.157 -0.435
C 1.330 -0.500 -0.525
H -2.199 -0.570 -0.965
C -2.183 0.178 -0.176
H -2.418 2.398 -0.030
C 0.871 -1.809 0.014
H 2.338 1.274 0.218
H 0.836 -1.931 1.109
C 2.263 0.197 0.404
*
```

> largest force on an atom of number 8 (C6H5NO2S)?

5.53 eV/A

> The lowest largest force on an atom belongs to which entry?

C38H32BN8ReTe

> Look up the largest force on an atom of the second one.

0.87 eV/A

Repeat the fifth record exactly.
C2HClNO2 as an isolated structure, computed with wB97M-V/def2-TZVPD.

## Properties
- gap between HOMO and LUMO (spin up / spin down) (eV) = 7.205 / 7.201
- largest force on an atom (eV/A) = 6.33

```
! RIJCOSX wB97M-V def2-TZVPD def2/J DEFGRID3
* xyz -1 1
Cl 0.227 1.893 0.542
O -1.070 -0.676 1.057
C -1.204 -0.366 -0.125
N 1.764 -0.506 -0.595
H 2.216 -0.168 0.237
O -2.051 -0.554 -0.956
C 0.118 0.378 -0.160
*
```